# 1
9
Properties=species:S:1:pos:R:3:nbo_charge:R:1 method="wB97M-V/def2-TZVPD" multiplicity=1 total_charge=-2 smiles="S=P(P[S-])=[PH]=P[S-]" gap_ha=0.16820 lumo_energy_ha=0.1880
S -2.26 -0.47 2.46 -0.860
H 0.12 0.50 2.24 -0.118
P -0.97 1.26 -0.08 0.069
P -1.05 1.01 2.13 0.134
P -0.60 -2.21 -0.25 0.422
S -0.07 2.98 -0.33 -0.860
P 0.39 -0.34 -0.87 -0.147
H -0.15 -0.30 -2.16 -0.028
S -0.37 -3.33 -1.77 -0.612

***

# 2
21
Properties=species:S:1:pos:R:3:nbo_charge:R:1 method="wB97M-V/def2-TZVPD" multiplicity=1 smiles=O.O.O.O.O.O.O gap_ha=0.40771 lumo_energy_ha=-0.0003
O 2.69 1.69 1.72 -0.953
H -3.55 -0.36 -1.72 0.461
H 2.65 1.27 0.86 0.466
H 0.27 -2.39 1.58 0.477
O -0.58 0.07 -0.18 -0.991
O -0.85 2.25 -3.01 -0.943
H -0.52 0.31 0.77 0.512
H 1.02 -1.55 -2.43 0.468
H 1.77 1.84 1.97 0.480
O 1.94 -1.69 -2.69 -0.937
H -0.56 1.72 3.03 0.488
H 0.31 -0.20 -0.42 0.474
O -0.12 1.04 2.50 -0.968
H -2.33 -0.59 -0.80 0.492
H 0.94 -2.31 2.96 0.471
O -2.95 -1.05 -1.40 -0.962
H 0.38 0.51 3.13 0.498
H -1.71 2.48 -3.37 0.465
O 0.17 -2.00 2.46 -0.947
H -1.03 1.62 -2.30 0.477
H 2.06 -2.65 -2.67 0.470

***

# 3
17
Properties=species:S:1:pos:R:3:nbo_charge:R:1 method="wB97M-V/def2-TZVPD" multiplicity=1 gap_ha="0.30548 / 0.28268" lumo_energy_ha="0.0298 / 0.0159"
H -2.16 1.19 -1.77 0.188
O 2.12 0.82 0.32 -0.726
H 3.06 1.00 0.20 0.473
C 1.83 -0.45 -0.26 -0.116
O -2.74 0.23 0.03 -0.499
H 2.25 -0.47 -1.29 0.170
H 2.34 -1.25 0.29 0.172
C -1.59 0.17 0.78 0.154
C -1.92 0.33 -1.14 -0.039
H -0.08 1.40 -0.35 0.252
H -1.97 -0.61 -1.69 0.182
C -0.57 0.43 -0.34 -0.406
H 0.07 0.30 2.44 0.004
H 0.57 -0.10 2.06 -0.008
C 0.34 -0.67 -0.34 -0.161
H -1.53 -0.66 1.50 0.166
H -0.02 -1.69 -0.44 0.195

***

Max |F| list, top to bottom, in eV/A: 4.1; 0.5; 1.5